# 1
Entry from the Open Molecules 2025 dataset: a single C6H7N molecule in a non-equilibrium geometry (the ωB97M-V functional and the def2-TZVPD basis).

Cartesian coordinates (Å):
C -2.87 0.92 -0.13
C -2.04 -0.04 0.19
C -1.11 -0.97 0.29
C 0.24 -1.15 -0.19
C 1.21 -0.17 -0.03
C 2.63 0.01 -0.10
N 1.65 1.06 0.44
H -3.68 0.84 -0.99
H -2.78 1.91 0.30
H -1.50 -1.91 0.74
H 0.58 -2.12 -0.37
H 3.06 -0.50 0.75
H 3.34 0.30 -0.84
H 1.27 1.82 -0.06

For the energy above the lowest of the compared OMol25 structures with the same formula, charge and spin, the calculation gives 116.9 kcal/mol. For the electronic energy, the calculation gives -7820.5797 eV. As for the gap between HOMO and LUMO: 9.08 eV. The SMILES is C=C=C/C=C1/CN1. The value obtained for the HOMO energy is -8.061 eV.

---

# 2
Entry from the Open Molecules 2025 dataset: a molecular structure, C6H7N (the ωB97M-V functional and the def2-TZVPD basis).

Cartesian coordinates (Å):
C -0.67 -1.69 0.74
C -0.10 -0.42 0.20
C -0.58 0.69 -0.76
C 0.79 1.03 -1.27
C -0.30 1.53 0.42
N 0.70 0.55 0.95
C 1.48 0.35 -0.24
H -0.88 -2.38 -0.09
H -1.61 -1.52 1.29
H 0.05 -2.14 1.42
H -1.49 0.71 -1.36
H 1.11 1.28 -2.27
H -1.01 1.99 1.11
H 2.52 0.03 -0.14

For the energy above the lowest of the compared OMol25 structures with the same formula, charge and spin, the calculation gives 166.7 kcal/mol. For the electronic energy, the calculation gives -7818.4206 eV. As for the gap between HOMO and LUMO (alpha / beta): 8.05 / 7.98 eV. The value obtained for the HOMO energy (alpha / beta) is -7.411 / -7.265 eV.

---

# 3
Entry from the Open Molecules 2025 dataset: a gas-phase ion, C6H7N2O2S (charge +1) in a non-equilibrium geometry (the ωB97M-V functional and the def2-TZVPD basis).

Cartesian coordinates (Å):
C -0.89 1.02 0.29
C -1.88 0.08 0.03
C 0.10 -0.84 -0.34
C -3.37 0.01 0.09
C 1.69 0.98 0.18
C 2.61 -0.08 -0.43
N 0.31 0.46 0.03
N -1.19 -1.07 -0.45
O -4.04 -0.98 0.02
O 1.86 -2.04 1.08
S 1.70 -1.68 -0.32
H -1.09 2.07 0.66
H -3.96 0.90 0.32
H 1.78 0.98 1.19
H 1.55 1.99 -0.35
H 2.87 0.29 -1.35
H 3.45 -0.12 0.15
H -1.48 -1.97 -0.79

For the energy above the lowest of the compared OMol25 structures with the same formula, charge and spin, the calculation gives 0.0 kcal/mol. For the electronic energy, the calculation gives -24236.6421 eV. The net charge is +1. As for the gap between HOMO and LUMO: 9.57 eV. The value obtained for the HOMO energy is -14.156 eV.

---

# 4
Entry from the Open Molecules 2025 dataset: a molecular structure, C6H7N2O3PS in a non-equilibrium geometry (the ωB97M-V functional and the def2-TZVPD basis).

Cartesian coordinates (Å):
C -2.10 -0.54 -0.42
C -2.15 0.86 -0.53
C -1.04 -1.32 -0.86
C -1.09 1.44 -1.13
C 0.10 -0.73 -1.40
C -0.19 0.54 -1.68
N 4.63 -0.75 0.24
N 4.94 1.62 1.03
O 2.45 0.47 0.97
O 2.91 -1.79 -1.16
O 3.65 1.17 -1.16
P 3.74 0.76 0.22
S 3.98 -2.03 -0.25
H -3.08 -0.93 -0.01
H -3.06 1.32 -0.05
H -0.73 -2.34 -0.49
H -0.78 2.46 -1.07
H 0.96 -1.30 -1.69
H 5.80 1.59 0.57
H 4.71 2.20 1.76

For the energy above the lowest of the compared OMol25 structures with the same formula, charge and spin, the calculation gives 73.9 kcal/mol. For the electronic energy, the calculation gives -35577.5356 eV. As for the gap between HOMO and LUMO (alpha / beta): 3.91 / 3.91 eV. The value obtained for the HOMO energy (alpha / beta) is -7.942 / -7.942 eV.